Entry from the OMol25 dataset: a 23-piece molecular cluster, C92H115N23 overall (ωB97M-V with the def2-TZVPD basis set).

* calculated total energy: -131534.302 eV
* energy above the lowest of the compared OMol25 structures with the same formula, charge and spin: 4.8 kcal/mol
* HOMO-LUMO gap: 8.00 eV
* strongest force on any atom: 0.0862 Eh/bohr

Last columns: bonded neighbours and bond lengths (Å).
Cartesian coordinates (Å):
1 N -28.76 19.43 -3.25  C2 1.330, C5 1.359, H6 1.010
2 C -27.87 19.09 -2.33  N1 1.330, C3 1.371, H7 1.080
3 C -28.47 18.17 -1.50  C2 1.371, C4 1.379, H8 1.080
4 C -29.74 17.93 -1.98  C3 1.379, C5 1.378, H9 1.080
5 C -29.90 18.71 -3.09  N1 1.359, C4 1.378, H10 1.080
6 H -28.75 20.20 -3.90  N1 1.010
7 H -26.93 19.61 -2.34  C2 1.080
8 H -28.04 17.63 -0.67  C3 1.080
9 H -30.37 17.22 -1.46  C4 1.080
10 H -30.70 18.95 -3.78  C5 1.080
11 N -27.32 15.54 4.14  C12 1.452, C15 1.388, H16 1.010
12 C -27.06 14.65 3.03  N11 1.452, C13 1.435, H17 1.080
13 C -26.32 13.60 3.67  C12 1.435, C14 1.409, H18 1.080
14 C -26.43 13.73 5.07  C13 1.409, C15 1.344, H19 1.080
15 C -27.04 14.90 5.34  N11 1.388, C14 1.344, H20 1.080
16 H -27.89 16.37 4.05  N11 1.010
17 H -27.25 14.94 2.00  C12 1.080
18 H -25.86 12.76 3.17  C13 1.080
19 H -26.10 13.03 5.82  C14 1.080
20 H -27.30 15.39 6.26  C15 1.080
21 N -28.70 10.22 -2.33  C22 1.375, C25 1.346, H26 1.010
22 C -29.24 8.96 -2.43  N21 1.375, C23 1.383, H27 1.080
23 C -30.01 8.78 -1.30  C22 1.383, C24 1.423, H28 1.080
24 C -29.99 9.98 -0.53  C23 1.423, C25 1.363, H29 1.080
25 C -29.16 10.82 -1.22  N21 1.346, C24 1.363, H30 1.080
26 H -28.05 10.64 -2.98  N21 1.010
27 H -29.07 8.31 -3.27  C22 1.080
28 H -30.46 7.85 -0.98  C23 1.080
29 H -30.54 10.08 0.39  C24 1.080
30 H -28.85 11.82 -0.96  C25 1.080
31 N -24.92 17.78 1.78  C32 1.404, C35 1.386, H36 1.010
32 C -24.23 18.90 1.28  N31 1.404, C33 1.379, H37 1.080
33 C -24.38 18.87 -0.09  C32 1.379, C34 1.403, H38 1.080
34 C -25.27 17.83 -0.38  C33 1.403, C35 1.329, H39 1.080
35 C -25.67 17.25 0.74  N31 1.386, C34 1.329, H40 1.080
36 H -24.95 17.54 2.76  N31 1.010
37 H -23.75 19.63 1.92  C32 1.080
38 H -23.95 19.57 -0.79  C33 1.080
39 H -25.63 17.62 -1.38  C34 1.080
40 H -26.27 16.38 0.95  C35 1.080
41 N -18.72 20.22 0.33  C42 1.346, C45 1.339, H46 1.010
42 C -19.19 19.35 -0.59  N41 1.346, C43 1.377, H47 1.080
43 C -20.28 18.69 -0.07  C42 1.377, C44 1.429, H48 1.080
44 C -20.41 19.20 1.26  C43 1.429, C45 1.359, H49 1.080
45 C -19.38 20.05 1.48  N41 1.339, C44 1.359, H50 1.080
46 H -17.94 20.85 0.19  N41 1.010
47 H -18.67 19.27 -1.54  C42 1.080
48 H -20.98 18.04 -0.58  C43 1.080
49 H -21.26 18.92 1.87  C44 1.080
50 H -19.07 20.57 2.37  C45 1.080
51 N -22.76 15.68 0.39  C52 1.394, C55 1.388, H56 1.010
52 C -23.25 14.89 1.42  N51 1.394, C53 1.376, H57 1.080
53 C -22.31 13.94 1.73  C52 1.376, C54 1.387, H58 1.080
54 C -21.22 14.13 0.89  C53 1.387, C55 1.385, H59 1.080
55 C -21.48 15.22 0.07  N51 1.388, C54 1.385, H60 1.080
56 H -23.29 16.45 0.01  N51 1.010
57 H -24.19 15.19 1.86  C52 1.080
58 H -22.29 13.27 2.58  C53 1.080
59 H -20.35 13.51 1.03  C54 1.080
60 H -20.77 15.71 -0.58  C55 1.080
61 N -26.19 17.27 -6.82  C62 1.390, C65 1.395, H66 1.010
62 C -26.80 17.54 -8.04  N61 1.390, C63 1.364, H67 1.080
63 C -27.83 18.43 -7.86  C62 1.364, C64 1.398, H68 1.080
64 C -27.69 18.83 -6.53  C63 1.398, C65 1.335, H69 1.080
65 C -26.83 18.06 -5.86  N61 1.395, C64 1.335, H70 1.080
66 H -25.45 16.61 -6.64  N61 1.010
67 H -26.42 17.00 -8.89  C62 1.080
68 H -28.53 18.68 -8.64  C63 1.080
69 H -28.30 19.57 -6.03  C64 1.080
70 H -26.54 18.08 -4.82  C65 1.080
71 N -16.63 14.85 -0.30  C72 1.350, C75 1.352, H76 1.010
72 C -16.48 13.58 -0.73  N71 1.350, C73 1.374, H77 1.080
73 C -17.52 13.22 -1.55  C72 1.374, C74 1.398, H78 1.080
74 C -18.44 14.28 -1.51  C73 1.398, C75 1.408, H79 1.080
75 C -17.85 15.27 -0.70  N71 1.352, C74 1.408, H80 1.080
76 H -15.99 15.38 0.28  N71 1.010
77 H -15.62 13.02 -0.38  C72 1.080
78 H -17.64 12.27 -2.05  C73 1.080
79 H -19.44 14.30 -1.92  C74 1.080
80 H -18.13 16.23 -0.31  C75 1.080
81 N -29.10 12.00 3.94  C82 1.368, C85 1.354, H86 1.010
82 C -30.10 11.68 3.06  N81 1.368, C83 1.330, H87 1.080
83 C -30.97 10.84 3.62  C82 1.330, C84 1.399, H88 1.080
84 C -30.45 10.48 4.87  C83 1.399, C85 1.418, H89 1.080
85 C -29.39 11.39 5.11  N81 1.354, C84 1.418, H90 1.080
86 H -28.28 12.53 3.65  N81 1.010
87 H -30.16 12.16 2.09  C82 1.080
88 H -31.90 10.53 3.18  C83 1.080
89 H -30.99 9.83 5.55  C84 1.080
90 H -28.79 11.42 6.01  C85 1.080
91 N -21.47 11.31 -4.60  C92 1.388, C95 1.354, H96 1.010
92 C -22.15 12.29 -3.90  N91 1.388, C93 1.385, H97 1.080
93 C -21.58 12.45 -2.65  C92 1.385, C94 1.405, H98 1.080
94 C -20.53 11.52 -2.57  C93 1.405, C95 1.417, H99 1.080
95 C -20.45 10.87 -3.82  N91 1.354, C94 1.417, H100 1.080
96 H -21.61 11.13 -5.58  N91 1.010
97 H -23.02 12.78 -4.32  C92 1.080
98 H -21.96 13.08 -1.86  C93 1.080
99 H -19.98 11.24 -1.68  C94 1.080
100 H -19.84 10.04 -4.13  C95 1.080
101 N -27.98 12.07 -5.24  C102 1.387, C105 1.406, H106 1.010
102 C -27.19 12.16 -4.10  N101 1.387, C103 1.360, H107 1.080
103 C -26.29 11.15 -4.08  C102 1.360, C104 1.388, H108 1.080
104 C -26.65 10.27 -5.08  C103 1.388, C105 1.379, H109 1.080
105 C -27.69 10.81 -5.80  N101 1.406, C104 1.379, H110 1.080
106 H -28.72 12.68 -5.55  N101 1.010
107 H -27.23 13.02 -3.44  C102 1.080
108 H -25.45 11.01 -3.41  C103 1.080
109 H -26.19 9.32 -5.30  C104 1.080
110 H -28.32 10.44 -6.60  C105 1.080
111 N -33.80 16.01 -2.01  C112 1.376, C115 1.306, H116 1.010
112 C -33.10 15.95 -3.19  N111 1.376, C113 1.363, H117 1.080
113 C -33.11 17.14 -3.86  C112 1.363, C114 1.385, H118 1.080
114 C -33.78 17.97 -2.97  C113 1.385, C115 1.403, H119 1.080
115 C -34.21 17.24 -1.85  N111 1.306, C114 1.403, H120 1.080
116 H -33.81 15.29 -1.31  N111 1.010
117 H -32.74 14.98 -3.50  C112 1.080
118 H -32.70 17.34 -4.83  C113 1.080
119 H -34.02 19.01 -3.11  C114 1.080
120 H -34.74 17.63 -1.00  C115 1.080
121 N -28.04 8.96 3.02  C122 1.368, C125 1.335, H126 1.010
122 C -27.12 8.59 3.97  N121 1.368, C123 1.318, H127 1.080
123 C -26.19 7.86 3.40  C122 1.318, C124 1.394, H128 1.080
124 C -26.35 7.92 2.02  C123 1.394, C125 1.398, H129 1.080
125 C -27.60 8.53 1.84  N121 1.335, C124 1.398, H130 1.080
126 H -28.87 9.49 3.24  N121 1.010
127 H -27.36 8.90 4.98  C122 1.080
128 H -25.28 7.45 3.84  C123 1.080
129 H -25.77 7.62 1.17  C124 1.080
130 H -28.19 8.75 0.96  C125 1.080
131 N -25.11 22.42 -3.07  C132 1.364, C135 1.352, H136 1.010
132 C -26.08 23.16 -3.70  N131 1.364, C133 1.384, H137 1.080
133 C -26.57 22.39 -4.74  C132 1.384, C134 1.414, H138 1.080
134 C -25.75 21.25 -4.86  C133 1.414, C135 1.396, H139 1.080
135 C -24.92 21.26 -3.74  N131 1.352, C134 1.396, H140 1.080
136 H -24.69 22.67 -2.19  N131 1.010
137 H -26.47 24.02 -3.17  C132 1.080
138 H -27.51 22.61 -5.21  C133 1.080
139 H -25.82 20.44 -5.57  C134 1.080
140 H -24.19 20.54 -3.40  C135 1.080
141 N -23.30 8.29 1.41  C142 1.409, C145 1.388, H146 1.010
142 C -22.66 8.34 2.67  N141 1.409, C143 1.354, H147 1.080
143 C -21.70 7.38 2.66  C142 1.354, C144 1.416, H148 1.080
144 C -21.72 6.66 1.44  C143 1.416, C145 1.399, H149 1.080
145 C -22.70 7.29 0.66  N141 1.388, C144 1.399, H150 1.080
146 H -24.10 8.86 1.15  N141 1.010
147 H -23.01 9.05 3.40  C142 1.080
148 H -21.04 7.13 3.47  C143 1.080
149 H -21.13 5.79 1.21  C144 1.080
150 H -23.02 7.05 -0.34  C145 1.080
151 N -21.35 16.78 -4.53  C152 1.415, C155 1.338, H156 1.010
152 C -21.75 17.67 -5.55  N151 1.415, C153 1.375, H157 1.080
153 C -22.95 18.18 -5.09  C152 1.375, C154 1.432, H158 1.080
154 C -23.22 17.55 -3.84  C153 1.432, C155 1.366, H159 1.080
155 C -22.14 16.80 -3.45  N151 1.338, C154 1.366, H160 1.080
156 H -20.48 16.28 -4.67  N151 1.010
157 H -21.13 17.90 -6.41  C152 1.080
158 H -23.61 18.86 -5.61  C153 1.080
159 H -24.08 17.67 -3.19  C154 1.080
160 H -21.94 16.24 -2.55  C155 1.080
161 N -29.19 15.73 -6.14  C162 1.385, C165 1.356, H166 1.010
162 C -30.12 15.23 -5.23  N161 1.385, C163 1.388, H167 1.080
163 C -30.71 14.12 -5.81  C162 1.388, C164 1.416, H168 1.080
164 C -30.06 13.92 -7.05  C163 1.416, C165 1.373, H169 1.080
165 C -29.09 14.88 -7.19  N161 1.356, C164 1.373, H170 1.080
166 H -28.58 16.48 -5.87  N161 1.010
167 H -30.17 15.70 -4.26  C162 1.080
168 H -31.57 13.59 -5.43  C163 1.080
169 H -30.28 13.21 -7.83  C164 1.080
170 H -28.35 15.13 -7.94  C165 1.080
171 N -25.22 14.15 -6.03  C172 1.383, C175 1.409, H176 1.010
172 C -24.14 15.01 -5.93  N171 1.383, C173 1.383, H177 1.080
173 C -23.80 15.44 -7.20  C172 1.383, C174 1.448, H178 1.080
174 C -24.73 14.73 -8.06  C173 1.448, C175 1.381, H179 1.080
175 C -25.63 13.95 -7.36  N171 1.409, C174 1.381, H180 1.080
176 H -25.63 13.64 -5.27  N171 1.010
177 H -23.75 15.30 -4.97  C172 1.080
178 H -22.91 16.05 -7.29  C173 1.080
179 H -24.66 14.82 -9.13  C174 1.080
180 H -26.41 13.25 -7.63  C175 1.080
181 N -25.67 13.69 -0.84  C182 1.358, C185 1.401, H186 1.010
182 C -25.06 14.46 -1.78  N181 1.358, C183 1.355, H187 1.080
183 C -25.99 15.23 -2.40  C182 1.355, C184 1.399, H188 1.080
184 C -27.19 14.92 -1.74  C183 1.399, C185 1.401, H189 1.080
185 C -27.05 13.91 -0.78  N181 1.401, C184 1.401, H190 1.080
186 H -25.16 12.98 -0.34  N181 1.010
187 H -23.98 14.41 -1.80  C182 1.080
188 H -25.88 15.99 -3.15  C183 1.080
189 H -28.10 15.43 -2.02  C184 1.080
190 H -27.78 13.40 -0.18  C185 1.080
191 N -23.58 10.78 6.34  C192 1.377, C195 1.396, H196 1.010
192 C -24.28 10.94 5.17  N191 1.377, C193 1.365, H197 1.080
193 C -23.53 11.60 4.24  C192 1.365, C194 1.421, H198 1.080
194 C -22.34 11.95 4.93  C193 1.421, C195 1.372, H199 1.080
195 C -22.33 11.38 6.18  N191 1.396, C194 1.372, H200 1.080
196 H -23.88 10.27 7.16  N191 1.010
197 H -25.27 10.59 4.92  C192 1.080
198 H -23.83 12.00 3.28  C193 1.080
199 H -21.58 12.59 4.50  C194 1.080
200 H -21.58 11.44 6.95  C195 1.080
201 N -31.83 19.19 0.12  C202 1.370, C205 1.397, H206 1.010
202 C -32.33 18.01 0.61  N201 1.370, C203 1.403, H207 1.080
203 C -32.98 18.29 1.82  C202 1.403, C204 1.412, H208 1.080
204 C -32.89 19.69 1.99  C203 1.412, C205 1.369, H209 1.080
205 C -32.15 20.24 0.98  N201 1.397, C204 1.369, H210 1.080
206 H -31.41 19.19 -0.80  N201 1.010
207 H -32.19 17.06 0.10  C202 1.080
208 H -33.49 17.64 2.51  C203 1.080
209 H -33.37 20.27 2.77  C204 1.080
210 H -31.83 21.25 0.79  C205 1.080
211 N -31.64 13.25 -0.67  C212 1.336, C215 1.407, H216 1.010
212 C -30.80 14.09 -1.29  N211 1.336, C213 1.404, H217 1.080
213 C -30.29 14.93 -0.29  C212 1.404, C214 1.397, H218 1.080
214 C -30.99 14.67 0.88  C213 1.397, C215 1.387, H219 1.080
215 C -31.84 13.60 0.67  N211 1.407, C214 1.387, H220 1.080
216 H -32.09 12.46 -1.11  N211 1.010
217 H -30.48 14.05 -2.32  C212 1.080
218 H -29.55 15.70 -0.46  C213 1.080
219 H -30.98 15.26 1.79  C214 1.080
220 H -32.52 13.04 1.30  C215 1.080
221 N -23.44 10.36 -1.21  C222 1.400, C225 1.385, H226 1.010
222 C -24.53 9.52 -1.48  N221 1.400, C223 1.354, H227 1.080
223 C -25.52 9.99 -0.69  C222 1.354, C224 1.385, H228 1.080
224 C -25.09 10.99 0.18  C223 1.385, C225 1.380, H229 1.080
225 C -23.77 11.19 -0.16  N221 1.385, C224 1.380, H230 1.080
226 H -22.52 10.21 -1.61  N221 1.010
227 H -24.44 8.79 -2.27  C222 1.080
228 H -26.51 9.56 -0.71  C223 1.080
229 H -25.64 11.44 0.99  C224 1.080
230 H -22.94 11.75 0.26  C225 1.080

Here are the Mulliken charges for atoms 1 to 8, given in e: 0.32, -1.16, -0.26, 0.23, -0.91, 0.40, 0.67, 0.54